1.
The molecule C21H26N4O4S in a non-equilibrium geometry, computed with ωB97M-V/def2-TZVPD.

Output
Orbital gap: 0.3254 Eh
SMILES: C/C(=N\NC(=O)CN1CCN(S(=O)(=O)c2ccc(C)cc2)CC1)c1ccc(O)cc1

The geometry in ORCA input format:
```
! wB97M-V def2-TZVPD RIJCOSX def2/J DEFGRID3
* xyz 0 1
C 2.87682 -4.75457 -0.08448
C 1.39784 -4.61434 -0.25595
N 0.74025 -3.51866 -0.21123
N 1.34543 -2.29846 -0.05187
C 2.36733 -1.74538 -0.74581
O 3.04810 -2.30692 -1.58045
C 2.58407 -0.28558 -0.34398
N 1.32121 0.37505 -0.06204
C 1.50054 1.61664 0.67863
C 0.13184 2.20733 1.02401
N -0.69861 2.39123 -0.14500
S -0.35025 3.79409 -1.01444
O -1.08935 3.71790 -2.23934
O 1.06244 4.05613 -1.09430
C -1.09660 5.00782 0.06179
C -2.46160 4.95463 0.26840
C -3.05609 5.88526 1.10037
C -2.29403 6.86876 1.72663
C -0.92197 6.90274 1.50200
C -0.32035 5.97416 0.66986
H 0.74107 5.98627 0.47715
H -0.32140 7.66254 1.98016
C -2.94919 7.88847 2.60540
H -3.33192 8.70749 1.99619
H -3.78708 7.45454 3.14564
H -2.24105 8.30163 3.31896
H -4.12273 5.85393 1.26739
H -3.03391 4.18941 -0.23040
C -0.79958 1.18666 -0.94268
C 0.58164 0.63844 -1.29121
H 0.48360 -0.29421 -1.85109
H 1.10567 1.37563 -1.92186
H -1.34585 1.44919 -1.84823
H -1.36837 0.44901 -0.36798
H 0.25252 3.18135 1.50147
H -0.40142 1.53739 1.70651
H 2.04207 1.39660 1.60234
H 2.06852 2.35735 0.09643
H 3.19148 -0.28472 0.56668
H 3.16220 0.20901 -1.13913
H 0.73977 -1.62359 0.40821
C 0.58182 -5.81357 -0.48560
C 0.89723 -7.04909 0.07926
C 0.11037 -8.15705 -0.15362
C -1.01383 -8.05860 -0.96861
C -1.34409 -6.82901 -1.52929
C -0.55794 -5.72260 -1.28403
H -0.81011 -4.76833 -1.71797
H -2.21908 -6.74540 -2.16095
O -1.75465 -9.17643 -1.18392
H -2.49997 -8.97024 -1.76121
H 0.34780 -9.11238 0.28682
H 1.74954 -7.14812 0.73406
H 3.18823 -4.26278 0.83851
H 3.38398 -4.24320 -0.90445
H 3.18759 -5.79343 -0.07176
*
```

Mulliken atomic charge list, values in e, 5 entries: atom 1 (C): -1.551, atom 2 (C): 0.839, atom 3 (N): -0.881, atom 4 (N): 0.138, atom 5 (C): 0.442

***

2.
A cluster of 2 separate species, C3H3ClNO in total in a non-equilibrium geometry, computed with ωB97M-V/def2-TZVPD.

Output
Orbital gap: 0.3658 Eh

The geometry in ORCA input format:
```
! wB97M-V def2-TZVPD RIJCOSX def2/J DEFGRID3
* xyz 1 1
C -1.22629 0.04650 1.34870
C -0.69076 1.00917 1.83837
C 1.18210 -1.06144 -1.98542
N 0.85509 -0.25874 -1.21060
O 0.82594 0.78721 -0.49680
Cl 1.25004 -2.28729 -2.95997
H -1.65409 -0.88361 1.33725
H -0.44643 1.85498 2.37021
H -0.09561 0.79322 -0.24174
*
```

Mulliken atomic charge list, values in e, 5 entries: atom 1 (C): -0.683, atom 2 (C): -0.105, atom 3 (C): 0.348, atom 4 (N): 0.285, atom 5 (O): -0.162

***

3.
A cluster of 2 separate species, C4H8NO2 in total in a non-equilibrium geometry, computed with ωB97M-V/def2-TZVPD.

Output
Orbital gap: 0.2632 Eh

The geometry in ORCA input format:
```
! wB97M-V def2-TZVPD RIJCOSX def2/J DEFGRID3
* xyz -1 1
C 1.70950 -1.81045 -0.71865
C -2.29066 -0.52349 1.58153
C 1.16632 -0.61571 -0.45106
C 0.67731 1.68901 -0.80977
N -1.33601 0.11758 0.94103
O -1.80510 1.08629 0.17835
O 1.23416 0.46123 -1.27620
H 1.61701 -2.59162 -0.06652
H 2.15149 -2.09680 -1.64747
H -3.30871 -0.21860 1.27969
H -2.01279 -1.09284 2.50063
H 0.74283 -0.50949 0.46242
H 0.95512 1.91534 0.18553
H -0.47640 1.61209 -0.71376
H 0.97594 2.57745 -1.44575
*
```

Mulliken atomic charge list, values in e, 5 entries: atom 1 (C): -0.934, atom 2 (C): -0.702, atom 3 (C): 0.045, atom 4 (C): -0.672, atom 5 (N): -0.193

***

4.
The molecule CH2ClNO2S2 in a non-equilibrium geometry, computed with ωB97M-V/def2-TZVPD.

Output
Orbital gap: 0.3335 Eh
SMILES: N=[S@@H](=O)OC(=S)Cl

The geometry in ORCA input format:
```
! wB97M-V def2-TZVPD RIJCOSX def2/J DEFGRID3
* xyz 0 1
C -1.03908 1.86855 1.20789
N -0.30853 -0.73033 -0.02459
O 0.81197 0.70535 -1.72135
O -0.64967 1.83328 -0.04393
S -0.10841 1.56229 2.48339
S 0.38209 0.54952 -0.40505
Cl -2.44028 2.76076 1.28026
H -0.92113 -1.03967 -0.79061
H 1.25065 0.94109 0.54259
*
```

Mulliken atomic charge list, values in e, 5 entries: atom 1 (C): 0.464, atom 2 (N): -0.538, atom 3 (O): -0.538, atom 4 (O): -0.250, atom 5 (S): -0.271

***

5.
The molecule C20H26FN3O3S in a non-equilibrium geometry, computed with ωB97M-V/def2-TZVPD.

Output
Orbital gap: 0.2902 Eh
SMILES: CCCCNC(=O)c1onc(CSc2ccc(F)cc2)c1C(=O)NCCCC

The geometry in ORCA input format:
```
! wB97M-V def2-TZVPD RIJCOSX def2/J DEFGRID3
* xyz 0 1
C 3.90869 -1.86110 1.59896
C 2.68432 -2.75188 1.77553
C 2.66697 -3.95427 0.82958
C 2.60962 -3.56841 -0.65136
N 1.44388 -2.77112 -0.95307
C 1.51610 -1.46054 -1.22099
O 2.57157 -0.85168 -1.33088
C 0.19142 -0.81240 -1.38398
C -0.26078 0.49171 -1.38282
C -1.67951 0.34301 -1.53781
N -1.99496 -0.92142 -1.63725
O -0.86214 -1.64338 -1.53439
C -2.70170 1.41059 -1.55055
H -3.51204 1.19372 -2.24241
H -2.23043 2.36857 -1.76650
S -3.43235 1.63620 0.11986
C -4.87842 0.61314 0.09219
C -5.90755 0.97128 0.95987
C -7.06846 0.22639 1.00980
C -7.18880 -0.87384 0.17832
C -6.17460 -1.25007 -0.68184
C -5.00833 -0.50616 -0.71983
H -4.20073 -0.81556 -1.36450
H -6.29557 -2.11985 -1.30800
F -8.32644 -1.60274 0.21273
H -7.87608 0.49101 1.67349
H -5.78732 1.83822 1.59053
C 0.42694 1.80841 -1.24496
O -0.21406 2.83251 -1.06813
N 1.75890 1.77156 -1.36701
H 2.24057 0.87781 -1.44856
C 2.58203 2.93424 -1.13608
C 3.51263 2.72323 0.06047
H 4.09614 3.63434 0.20441
C 2.77087 2.37918 1.35299
C 1.81321 3.47491 1.80680
H 2.33315 4.42753 1.88457
H 1.39870 3.23026 2.78220
H 0.98662 3.58516 1.11014
H 2.21612 1.44837 1.21316
H 3.51393 2.20279 2.13471
H 4.20471 1.91080 -0.17455
H 1.91394 3.78089 -0.96909
H 3.18142 3.12998 -2.03200
H 0.53744 -3.20298 -0.85193
H 2.58748 -4.47269 -1.26664
H 3.48186 -2.97414 -0.92629
H 3.56623 -4.55212 0.98586
H 1.80313 -4.58067 1.06681
H 1.78062 -2.15564 1.62677
H 2.65974 -3.12880 2.80037
H 3.92672 -1.09657 2.37187
H 3.89261 -1.36061 0.63464
H 4.82198 -2.44718 1.67478
*
```

Mulliken atomic charge list, values in e, 5 entries: atom 1 (C): -1.013, atom 2 (C): -0.291, atom 3 (C): -0.653, atom 4 (C): -0.882, atom 5 (N): -0.133

***

6.
A structure of composition C6H14NO in a non-equilibrium geometry, computed with ωB97M-V/def2-TZVPD.

Output
Orbital gap (alpha / beta): 0.2201 / 0.3038 Eh

The geometry in ORCA input format:
```
! wB97M-V def2-TZVPD RIJCOSX def2/J DEFGRID3
* xyz 1 3
C -2.73283 -0.18876 -0.67962
C -1.47175 -0.65920 -0.90968
C -1.22315 -1.66428 -2.05698
C 2.47974 0.93072 -0.13068
C 1.12143 1.14980 0.58293
C -0.10047 -0.31883 0.05752
N 0.96126 1.17789 2.06600
O -0.25808 -0.76354 1.41536
H -3.11911 0.56963 -0.03240
H -3.67011 -0.54298 -1.24514
H -2.12598 -2.15128 -2.26617
H -0.81788 -1.19469 -2.86531
H -0.50303 -2.28739 -1.69108
H 2.69475 -0.11215 -0.31355
H 2.49738 1.38281 -1.07197
H 3.21968 1.42811 0.49865
H 0.60701 1.97205 0.18148
H 0.64553 -1.05814 -0.30090
H 1.09688 2.19426 2.32089
H 0.08928 0.62226 2.22723
H 1.75543 0.56048 2.56351
H -1.14599 -1.04677 1.64990
*
```

Mulliken atomic charge list, values in e, 5 entries: atom 1 (C): -1.346, atom 2 (C): 0.807, atom 3 (C): -1.302, atom 4 (C): -1.150, atom 5 (C): -0.308